(1)
DFT (the ωB97M-V functional and the def2-TZVPD basis) results for a structure of composition C36H27ClIMnNO3P.

Results
Frontier orbital gap = 6.827 eV
LUMO level = -6.679 eV

Geometry as ORCA input:
```
! wB97M-V def2-TZVPD RIJCOSX def2/J DEFGRID3
* xyz 2 1
Mn 0.828 0.233 -0.130
I 0.887 2.654 0.562
C 0.673 3.762 -1.210
C -0.053 4.908 -1.024
C -0.110 5.894 -2.022
C 0.636 5.730 -3.149
C 1.402 4.557 -3.357
C 2.217 4.476 -4.513
C 3.000 3.386 -4.745
C 2.910 2.292 -3.872
C 2.102 2.298 -2.753
P 1.936 0.622 -2.077
C 1.228 -0.383 -3.402
C 1.181 -1.770 -3.232
C 0.575 -2.565 -4.192
C -0.005 -1.984 -5.313
C 0.020 -0.607 -5.473
C 0.637 0.196 -4.522
C 3.616 0.061 -1.739
C 4.281 0.669 -0.671
C 5.574 0.293 -0.353
C 6.210 -0.692 -1.100
C 5.554 -1.292 -2.165
C 4.256 -0.921 -2.488
C 1.385 3.490 -2.411
H -0.569 5.086 -0.088
H -0.697 6.787 -1.860
H 0.668 6.501 -3.908
H 2.217 5.314 -5.197
H 3.651 3.335 -5.606
H 3.470 1.397 -4.119
H 1.625 -2.236 -2.361
H 0.565 -3.639 -4.068
H -0.468 -2.608 -6.066
H -0.431 -0.151 -6.344
H 0.655 1.268 -4.668
H 3.804 1.458 -0.097
H 6.089 0.770 0.470
H 7.220 -0.987 -0.854
H 6.053 -2.051 -2.752
H 3.761 -1.393 -3.327
Cl -4.068 -7.342 2.726
C -3.217 -5.850 2.615
C -2.087 -5.650 3.395
C -1.407 -4.449 3.298
C -1.858 -3.454 2.436
C -1.129 -2.174 2.345
C -3.002 -3.667 1.669
C -3.683 -4.866 1.750
H -1.753 -6.428 4.066
H -0.525 -4.285 3.905
H -0.431 -1.998 3.159
H -1.756 -1.304 2.162
H -3.369 -2.886 1.013
H -4.574 -5.045 1.165
O 1.574 -1.582 0.095
N 0.667 -1.381 0.949
O -0.248 -2.295 1.084
O 0.773 -0.425 1.765
C -0.496 0.292 -0.983
C -1.681 0.365 -1.755
C -2.176 -0.794 -2.371
C -3.318 -0.703 -3.142
C -3.953 0.524 -3.301
C -3.460 1.674 -2.691
C -2.323 1.604 -1.911
H -1.657 -1.735 -2.248
H -3.717 -1.585 -3.626
H -4.847 0.587 -3.907
H -3.973 2.616 -2.825
H -1.926 2.487 -1.428
*
```

---

(2)
DFT (the ωB97M-V functional and the def2-TZVPD basis) results for an isolated molecule of C3H6O3.

Results
Frontier orbital gap (alpha / beta) = 6.658 / 8.197 eV
Energy above the lowest of the compared OMol25 structures with the same formula, charge and spin = 2.960 eV
LUMO level (alpha / beta) = 0.903 / -2.612 eV

Geometry as ORCA input:
```
! wB97M-V def2-TZVPD RIJCOSX def2/J DEFGRID3
* xyz 0 3
C 0.669 -0.485 -0.369
C -1.312 0.756 0.291
C -0.869 -0.589 -0.158
O 2.622 -0.093 0.613
O 1.327 -0.593 0.770
O 1.147 -0.197 -1.441
H -1.097 1.660 -0.439
H -0.687 1.016 1.104
H -2.391 0.857 0.513
H -1.264 -0.926 -1.108
H -0.888 -1.480 0.593
H 2.743 0.073 -0.369
*
```

---

(3)
DFT (the ωB97M-V functional and the def2-TZVPD basis) results for a structure of composition C6H8F4KN2O14S4.

Results
Frontier orbital gap = 8.561 eV
Energy above the lowest of the compared OMol25 structures with the same formula, charge and spin = 0.000 eV
LUMO level = 1.901 eV

Geometry as ORCA input:
```
! wB97M-V def2-TZVPD RIJCOSX def2/J DEFGRID3
* xyz -1 1
K 3.068 -13.250 -17.102
N -0.663 -13.689 -14.056
S -0.280 -12.544 -15.020
O 0.672 -12.832 -16.060
O -0.216 -11.210 -14.481
F -1.697 -12.459 -15.824
S 0.784 -13.634 -13.169
O 0.889 -12.592 -12.187
O 1.999 -13.960 -13.891
F 0.513 -14.933 -12.259
N -0.260 -16.110 -18.038
S -0.172 -14.819 -19.120
O -0.916 -14.956 -20.336
O 1.057 -14.055 -19.064
F -1.163 -13.903 -18.288
S 1.175 -16.603 -17.814
O 1.949 -15.843 -16.866
O 1.893 -17.075 -18.954
F 0.918 -18.032 -17.079
C 3.293 -9.044 -12.904
C 4.193 -8.285 -13.915
O 4.453 -9.231 -14.935
C 3.757 -10.352 -14.702
O 3.559 -11.224 -15.486
O 3.232 -10.361 -13.460
H 2.321 -8.610 -12.674
H 3.753 -9.218 -11.929
H 5.056 -7.971 -13.330
H 3.682 -7.385 -14.247
C 6.006 -15.187 -13.714
C 5.905 -13.764 -13.220
O 5.707 -13.037 -14.451
C 6.048 -13.847 -15.476
O 5.891 -13.511 -16.620
O 6.461 -15.033 -15.061
H 5.026 -15.675 -13.772
H 6.578 -15.909 -13.136
H 6.825 -13.437 -12.736
H 5.033 -13.626 -12.585
*
```